70
Properties=species:S:1:pos:R:3:nbo_charge:R:1 method="wB97M-V/def2-TZVPD" homo_lumo_gap_ev="7.6 / 6.5" spin_multiplicity=3 homo_ev="-10.1 / -9.6" de_lowest_kj_mol=0.0 total_charge=+1
Cr -0.76 0.27 0.23 1.03
C -1.19 1.93 3.41 -0.61
C -0.46 2.67 2.31 -0.22
N 0.24 1.86 1.27 -0.44
C 0.80 2.83 0.28 -0.22
C -0.23 3.77 -0.34 -0.63
C 1.40 1.16 1.90 -0.22
C 2.13 0.26 0.91 -0.23
N 1.12 -0.46 0.17 -0.74
C 1.38 -1.49 -0.65 0.18
C 0.28 -2.10 -1.29 0.18
F -0.97 -1.54 -1.00 -0.34
C 0.35 -3.19 -2.10 0.36
F -0.79 -3.70 -2.61 -0.31
C 1.57 -3.78 -2.39 -0.41
C 2.68 -3.20 -1.80 0.38
F 3.88 -3.72 -2.04 -0.29
C 2.61 -2.11 -0.96 0.23
F 3.75 -1.63 -0.42 -0.31
H -1.64 2.67 4.07 0.24
H -0.54 1.29 4.01 0.21
H -2.01 1.33 3.01 0.21
H 0.30 3.33 2.75 0.20
H -1.18 3.30 1.79 0.21
H 1.29 2.25 -0.50 0.21
H 1.57 3.42 0.79 0.20
H -1.17 3.27 -0.55 0.21
H 0.17 4.16 -1.28 0.23
H -0.44 4.63 0.29 0.22
H 0.99 0.55 2.71 0.22
H 2.08 1.90 2.33 0.21
H 2.81 -0.39 1.47 0.21
H 2.76 0.86 0.25 0.19
H 1.65 -4.63 -3.05 0.26
O -0.44 1.05 -1.64 -0.66
C -0.97 1.54 -2.65 0.78
C -0.13 2.09 -3.76 -0.50
C 0.07 0.88 -4.71 -0.38
C -1.19 0.10 -5.12 -0.41
C -1.84 -0.75 -4.00 -0.42
C -2.78 0.03 -3.07 -0.21
N -2.29 1.42 -2.91 -0.61
H 0.82 2.46 -3.39 0.24
H -0.67 2.88 -4.28 0.23
H 0.77 0.18 -4.23 0.21
H 0.56 1.25 -5.61 0.23
H -0.90 -0.58 -5.92 0.24
H -1.93 0.78 -5.57 0.20
H -1.04 -1.21 -3.43 0.20
H -2.41 -1.57 -4.45 0.23
H -2.86 -0.45 -2.09 0.21
H -3.78 0.10 -3.49 0.22
H -2.56 1.96 -3.72 0.39
S -4.05 1.39 0.41 0.22
C -2.59 0.89 0.32 -0.42
C -2.87 -3.41 0.62 -0.41
N -1.51 -3.53 1.09 -0.38
C -0.74 -4.76 0.90 -0.22
C 0.64 -4.42 1.48 -0.23
N 0.41 -3.07 2.00 -0.56
C -0.80 -2.61 1.73 0.39
S -1.36 -1.05 2.21 -0.17
H -2.90 -3.57 -0.46 0.21
H -3.24 -2.41 0.85 0.24
H -3.50 -4.15 1.10 0.22
H -0.69 -5.01 -0.16 0.22
H -1.23 -5.59 1.42 0.22
H 1.42 -4.41 0.72 0.22
H 0.93 -5.09 2.28 0.22
H 1.10 -2.50 2.48 0.43